# C36H35FN11O4ReS

A molecular structure, C36H35FN11O4ReS in a non-equilibrium geometry (ωB97M-V/def2-TZVPD, the OMol25 dataset).

XYZ file:
```
89
Properties=species:S:1:pos:R:3:forces:R:3
Re 0.330 -0.209 0.479 -1.519 1.230 -0.342
C 5.007 -4.117 0.433 0.026 0.188 0.025
C 5.141 -2.689 -0.090 -0.137 -0.220 0.065
N 4.413 -1.706 0.711 -0.058 -0.162 -0.016
C 3.087 -1.556 0.675 0.014 0.201 -0.053
S 2.423 -0.250 1.649 -1.113 -0.244 -0.213
N 2.368 -2.376 -0.043 0.520 -0.477 -0.328
N 1.050 -2.078 -0.139 0.039 -0.031 0.077
C 0.307 -2.873 -0.845 0.298 -0.102 0.199
C 0.828 -4.085 -1.539 0.001 0.015 0.000
C -1.089 -2.482 -0.957 -0.376 -0.038 -0.176
C -2.032 -3.270 -1.610 0.065 -0.001 0.063
C -3.344 -2.839 -1.682 -0.002 0.025 0.012
C -3.693 -1.630 -1.095 0.061 -0.109 0.054
C -2.712 -0.905 -0.447 -0.233 0.113 0.328
N -1.447 -1.313 -0.388 1.506 0.258 0.050
H 5.620 -4.788 -0.169 -0.003 0.012 0.026
H 3.973 -4.446 0.375 -0.068 -0.041 0.011
H 5.334 -4.181 1.472 0.033 -0.021 -0.025
H 4.770 -2.639 -1.116 0.049 0.064 0.000
H 6.187 -2.389 -0.087 -0.012 0.104 -0.038
H 4.935 -1.001 1.200 0.036 0.045 0.001
H 1.896 -4.172 -1.376 -0.003 -0.017 0.020
H 0.642 -3.999 -2.611 -0.057 -0.006 0.012
H 0.337 -4.988 -1.168 -0.012 0.000 -0.036
H -1.730 -4.207 -2.053 -0.014 0.019 -0.010
H -4.086 -3.441 -2.188 0.008 0.029 -0.022
H -4.702 -1.246 -1.150 0.006 -0.004 0.065
H -2.933 0.039 0.033 0.042 0.015 -0.052
C -1.764 3.451 6.407 -0.130 -0.024 -0.076
C -1.448 2.974 5.018 0.015 0.007 -0.069
C -1.212 3.869 3.973 -0.057 -0.031 0.149
C -0.822 3.414 2.739 -0.008 -0.193 -0.214
C -0.669 2.042 2.444 -0.316 0.019 0.477
N -0.122 1.645 1.228 1.068 -1.034 -0.734
C 0.723 2.628 0.626 0.058 0.407 0.115
C 1.786 3.148 1.369 -0.052 -0.204 -0.083
C 2.609 4.128 0.863 0.055 0.051 0.073
C 2.407 4.634 -0.417 -0.094 -0.021 -0.060
C 3.244 5.764 -0.946 -0.087 0.032 0.012
C 1.392 4.074 -1.182 0.004 -0.018 -0.104
C 0.551 3.085 -0.676 0.105 -0.084 0.272
N -0.475 2.559 -1.498 -0.183 0.175 -0.091
C -1.084 3.203 -2.525 -0.005 -0.110 -0.009
C -1.896 2.295 -3.151 -0.016 -0.066 -0.020
C -1.719 1.104 -2.430 -0.016 0.126 -0.072
N -0.879 1.273 -1.423 0.197 -0.171 0.282
C -1.093 1.150 3.445 0.222 0.424 -0.215
C -1.401 1.626 4.719 -0.028 -0.035 0.069
N -1.224 -0.247 3.228 -0.259 -0.187 0.204
C -1.929 -1.087 4.017 0.012 -0.170 -0.045
C -1.790 -2.362 3.523 0.011 0.010 0.035
C -0.990 -2.217 2.397 -0.007 -0.057 0.115
N -0.668 -0.938 2.209 0.233 0.184 -0.123
H -1.300 4.417 6.597 0.009 -0.013 0.049
H -2.842 3.569 6.534 0.024 0.025 0.018
H -1.420 2.739 7.156 0.026 0.028 0.015
H -1.315 4.932 4.149 0.054 0.001 -0.041
H -0.615 4.124 1.951 0.045 0.029 0.038
H 1.954 2.758 2.365 -0.033 0.050 0.025
H 3.415 4.515 1.476 -0.003 -0.002 -0.032
H 4.053 6.007 -0.259 0.006 -0.016 -0.023
H 3.669 5.537 -1.920 0.066 0.005 -0.080
H 2.629 6.659 -1.066 0.035 0.013 0.006
H 1.252 4.414 -2.202 0.016 -0.016 0.008
H -0.914 4.247 -2.723 0.044 -0.017 0.048
H -2.530 2.458 -4.005 0.028 0.021 0.020
H -2.151 0.140 -2.637 0.055 -0.004 0.036
H -1.586 0.925 5.521 0.006 -0.016 -0.031
H -2.506 -0.747 4.856 0.063 0.096 -0.022
H -2.217 -3.263 3.926 0.014 0.009 -0.031
H -0.638 -2.977 1.720 0.029 0.076 -0.040
F 2.464 3.811 -5.474 0.055 0.089 -0.029
C 3.109 3.092 -4.552 -0.207 -0.149 -0.075
C 2.727 1.841 -4.277 0.026 0.120 -0.022
N 3.360 1.074 -3.328 0.080 0.040 0.180
C 2.881 -0.272 -3.077 -0.179 -0.081 0.291
C 1.579 -0.310 -2.263 -0.156 0.267 -0.462
O 0.610 -0.907 -2.722 0.237 -0.113 0.166
O 1.624 0.337 -1.145 -0.201 -0.242 0.360
C 4.387 1.578 -2.548 -0.082 -0.152 0.004
O 4.925 0.949 -1.660 -0.010 0.066 -0.109
N 4.765 2.861 -2.889 -0.012 0.095 -0.071
C 4.234 3.708 -3.868 0.137 -0.080 0.202
O 4.686 4.810 -4.063 -0.087 0.003 -0.003
H 1.902 1.377 -4.800 -0.013 0.007 0.010
H 3.650 -0.777 -2.497 0.050 -0.067 -0.021
H 2.718 -0.790 -4.019 0.015 0.027 -0.020
H 5.545 3.232 -2.368 0.049 0.022 0.050
```
Positions in Å, forces in eV/Å.

Calculated values
2S+1 = 2
Expectation value of S² = 0.77
Charge = +1
Orbital gap (spin up / spin down) = 6.35 / 6.37 eV